# 1
This record from the Open Molecules 2025 dataset describes a molecular structure, C21H21AgN6Si. The level of theory is ωB97M-V/def2-TZVPD.

Structure (ORCA input):
```
! RIJCOSX wB97M-V def2-TZVPD def2/J DEFGRID3
* xyz 0 1
Ag 0.080 -1.970 -0.262
C -4.578 -1.142 -0.076
C -3.389 -1.616 -0.619
N -2.287 -0.882 -0.594
C -2.358 0.312 -0.018
C -3.541 0.763 0.559
N -4.656 0.041 0.519
C -1.105 1.122 -0.005
C -1.162 2.509 -0.005
C 0.012 3.252 -0.009
C 1.205 2.539 -0.002
C 1.179 1.151 0.000
N 0.046 0.451 -0.007
C 2.450 0.367 -0.003
C 3.630 0.853 0.548
N 4.757 0.150 0.519
C 4.696 -1.050 -0.041
C 3.511 -1.561 -0.559
N 2.397 -0.845 -0.544
C -0.009 4.747 -0.043
C -1.198 5.461 -0.150
C -1.163 6.847 -0.178
N -0.045 7.563 -0.106
C 1.091 6.880 -0.004
C 1.161 5.496 0.032
H -5.480 -1.741 -0.120
H -3.317 -2.601 -1.064
H -3.589 1.712 1.078
H -2.126 2.991 -0.033
H 2.156 3.046 -0.036
H 3.666 1.819 1.037
H 5.608 -1.634 -0.074
H 3.451 -2.559 -0.974
H -2.159 4.974 -0.219
H -2.089 7.404 -0.263
H 2.001 7.466 0.056
H 2.134 5.035 0.122
C -0.824 -5.245 -1.441
Si -0.029 -4.361 0.037
C 1.655 -5.201 0.260
C -1.044 -4.934 1.529
H -0.837 -6.333 -1.307
H -0.283 -5.028 -2.366
H -1.858 -4.923 -1.591
H 1.529 -6.276 0.435
H 2.213 -4.786 1.103
H 2.273 -5.087 -0.636
H -1.070 -6.029 1.576
H -2.076 -4.578 1.472
H -0.627 -4.566 2.469
*
```

The value obtained for the HOMO-LUMO gap is 5.56 eV. The value obtained for the LUMO energy is -1.03 eV. The largest force on an atom comes out at 0.28 eV/A. Its total energy is -1577.845389 hartree.

These are the Mulliken partial charges, in e, on atoms 1 to 4:
1 Ag -0.23
2 C -0.29
3 C -0.16
4 N -0.38


# 2
This record from the Open Molecules 2025 dataset describes 3 unconnected molecules or ions with the total composition C28H59N3O10. The level of theory is ωB97M-V/def2-TZVPD.

Structure (ORCA input):
```
! RIJCOSX wB97M-V def2-TZVPD def2/J DEFGRID3
* xyz 0 1
C 6.551 1.875 0.870
C 5.910 0.605 0.377
O 5.356 -0.182 1.083
O 6.019 0.392 -0.974
C 4.836 0.720 -1.727
C 4.944 0.081 -3.093
C 4.779 -1.457 -3.157
C 4.296 -2.150 -1.881
C 2.790 -1.965 -1.613
C 2.447 -1.732 -0.135
C 1.083 -2.265 0.329
C -0.076 -2.110 -0.655
C -0.519 -0.676 -0.947
C -1.788 -0.511 -1.868
C -2.568 -1.786 -2.216
C -1.375 0.152 -3.197
N -0.736 1.449 -3.028
N -2.682 0.452 -1.181
C -1.952 1.122 -0.174
O -2.242 2.171 0.312
C -0.781 0.219 0.280
N 0.325 0.970 0.805
O -1.314 -0.514 1.385
H 7.018 2.432 0.062
H 5.783 2.489 1.341
H 7.294 1.630 1.629
H 4.774 1.809 -1.825
H 3.962 0.365 -1.175
H 4.210 0.567 -3.741
H 5.922 0.360 -3.491
H 5.722 -1.904 -3.474
H 4.059 -1.689 -3.947
H 4.873 -1.822 -1.014
H 4.506 -3.216 -1.992
H 2.252 -2.844 -1.977
H 2.433 -1.122 -2.218
H 2.513 -0.666 0.101
H 3.223 -2.203 0.473
H 0.821 -1.781 1.271
H 1.175 -3.333 0.551
H -0.924 -2.701 -0.290
H 0.205 -2.566 -1.609
H 0.312 -0.221 -1.495
H -2.899 -1.758 -3.255
H -1.988 -2.696 -2.092
H -3.465 -1.885 -1.600
H -2.303 0.312 -3.752
H -0.769 -0.571 -3.766
H 0.059 1.424 -2.404
H -0.418 1.827 -3.910
H -3.501 0.024 -0.765
H 1.068 1.083 0.129
H 0.692 0.530 1.638
H -1.774 -1.293 1.054
C -3.298 -6.943 -0.863
O -3.152 -5.872 0.044
C -4.159 -5.754 1.030
C -3.620 -5.767 2.446
O -3.022 -6.977 2.870
C -1.760 -7.362 2.355
C -0.580 -6.524 2.800
O -0.628 -5.211 2.282
C -0.522 -4.151 3.204
H -3.856 -6.635 -1.754
H -2.302 -7.262 -1.170
H -3.810 -7.794 -0.404
H -4.911 -6.542 0.916
H -4.668 -4.791 0.894
H -4.493 -5.657 3.097
H -2.974 -4.905 2.621
H -1.773 -7.450 1.266
H -1.597 -8.363 2.765
H 0.323 -7.019 2.419
H -0.518 -6.515 3.893
H -0.838 -4.436 4.212
H -1.172 -3.345 2.856
H 0.502 -3.768 3.247
C -3.416 9.281 -0.177
O -2.107 8.977 0.247
C -1.881 9.023 1.640
C -1.357 7.721 2.213
O -2.245 6.624 2.141
C -2.446 5.974 0.894
C -1.301 5.116 0.406
O -0.137 5.865 0.080
C 1.044 5.465 0.730
H -3.524 10.349 -0.398
H -3.615 8.717 -1.089
H -4.160 8.999 0.574
H -2.794 9.312 2.172
H -1.123 9.791 1.846
H -1.233 7.902 3.286
H -0.374 7.484 1.804
H -2.767 6.674 0.121
H -3.271 5.282 1.079
H -1.650 4.605 -0.497
H -1.072 4.341 1.141
H 0.838 4.998 1.698
H 1.664 6.349 0.894
H 1.615 4.755 0.119
*
```

As for the SMILES: CC(=O)OCCCCCCCC[C@H]1[C@](C)(CN)NC(=O)[C@@]1(N)O.COCCOCCOC.COCCOCCOC. The value obtained for the HOMO-LUMO gap is 8.90 eV. The value obtained for the LUMO energy is 0.37 eV. The largest force on an atom comes out at 0.66 eV/A. Its total energy is -2018.792245 hartree.

These are the Mulliken partial charges, in e, on atoms 1 to 4:
1 C -1.12
2 C 0.72
3 O -0.48
4 O -0.37


Which of these has the lowest largest force on an atom? C21H21AgN6Si